{"formula": "C48H55CrN3O3Se", "method": "ωB97M-V with the def2-TZVPD basis set", "symbols": ["Cr", "O", "C", "N", "C", "C", "C", "C", "C", "C", "N", "C", "C", "C", "C", "C", "N", "H", "H", "H", "H", "H", "H", "H", "H", "H", "H", "C", "C", "C", "C", "C", "C", "C", "Se", "C", "C", "C", "C", "C", "C", "O", "C", "C", "C", "C", "C", "C", "C", "C", "C", "O", "C", "C", "C", "C", "C", "C", "H", "H", "H", "H", "H", "H", "H", "H", "H", "H", "H", "H", "H", "H", "H", "H", "H", "H", "H", "H", "H", "H", "H", "H", "H", "H", "H", "H", "H", "H", "H", "H", "H", "H", "H", "H", "H", "H", "H", "H", "C", "C", "C", "C", "C", "C", "C", "C", "H", "H", "H", "H", "H"], "positions_angstrom": [[-0.63082, 1.76081, 0.38817], [-0.10776, 4.78435, 3.26369], [0.06848, 3.73359, 2.64213], [-0.78522, 3.22699, 1.73224], [-1.99305, 4.03069, 1.60014], [-3.07175, 3.24597, 0.92948], [-4.38089, 3.70972, 0.86412], [-5.33099, 2.95623, 0.20910], [-4.94916, 1.75092, -0.36349], [-3.62969, 1.35864, -0.26098], [-2.71004, 2.08986, 0.37510], [1.39001, 3.03338, 2.85728], [2.55988, 3.74272, 2.59915], [3.76975, 3.13333, 2.85600], [3.77549, 1.84998, 3.39018], [2.56120, 1.23757, 3.63134], [1.38269, 1.80861, 3.36621], [-1.80170, 4.93636, 1.01142], [-2.33972, 4.37064, 2.57921], [-4.62653, 4.65739, 1.32642], [-6.35554, 3.30116, 0.14141], [-5.65163, 1.12121, -0.89179], [-3.28849, 0.43878, -0.71277], [2.49479, 4.74402, 2.19670], [4.69908, 3.64563, 2.63944], [4.69915, 1.32779, 3.60263], [2.52248, 0.22712, 4.02451], [-4.52977, -4.92859, 0.66416], [-3.04083, -4.84521, 1.02415], [-2.89885, -5.07635, 2.52860], [-2.28683, -5.96617, 0.29481], [-2.47863, -3.48699, 0.60300], [-1.91425, -2.58098, 1.49650], [-1.41004, -1.37819, 1.03624], [-0.53732, -0.13460, 2.19953], [1.25293, -0.53981, 1.63942], [1.90266, -1.65871, 2.14431], [3.19511, -1.95704, 1.74689], [3.78601, -1.09529, 0.81295], [3.16476, 0.02396, 0.28468], [1.85580, 0.34450, 0.73680], [1.27245, 1.44239, 0.31219], [3.83430, 0.89875, -0.78179], [3.97255, 2.34203, -0.27551], [2.99198, 0.87642, -2.06868], [5.23492, 0.39808, -1.14058], [3.97458, -3.16588, 2.26079], [4.31445, -4.09473, 1.08716], [5.27897, -2.70246, 2.92685], [3.17217, -3.96424, 3.28790], [-1.43631, -0.99901, -0.31461], [-0.94222, 0.16304, -0.68049], [-2.01215, -1.90004, -1.23672], [-2.50004, -3.10673, -0.73722], [-2.10392, -1.66122, -2.75672], [-1.24753, -2.71729, -3.47395], [-3.56613, -1.81060, -3.20804], [-1.62373, -0.28157, -3.22914], [-4.94018, -5.90100, 0.95337], [-4.68830, -4.79997, -0.40853], [-5.09279, -4.14784, 1.18071], [-3.31210, -6.05403, 2.78903], [-3.43717, -4.31995, 3.10384], [-1.85191, -5.05948, 2.83983], [-2.65150, -6.94668, 0.61522], [-1.21693, -5.90801, 0.50652], [-2.41659, -5.89534, -0.78696], [-1.84848, -2.79799, 2.55458], [1.37093, -2.28635, 2.84851], [4.78588, -1.33313, 0.47110], [2.99858, 2.77741, -0.05874], [4.47426, 2.95162, -1.03399], [4.57460, 2.36765, 0.63757], [1.98463, 1.24370, -1.88592], [2.92695, -0.14274, -2.46045], [3.46077, 1.50679, -2.83167], [5.90517, 0.40635, -0.27646], [5.66249, 1.05822, -1.89911], [5.21473, -0.61408, -1.55357], [4.93190, -3.58531, 0.34513], [3.40235, -4.43047, 0.58910], [4.86275, -4.97512, 1.43712], [5.94796, -2.22737, 2.20661], [5.80758, -3.55231, 3.36931], [5.06902, -1.97668, 3.71599], [2.25710, -4.37267, 2.85234], [2.89398, -3.34830, 4.14631], [3.77394, -4.80030, 3.65276], [-2.92353, -3.80565, -1.45177], [-1.59033, -3.73221, -3.25879], [-0.20565, -2.63857, -3.15617], [-1.28810, -2.56559, -4.55677], [-3.96473, -2.80856, -3.01780], [-3.64410, -1.61784, -4.28178], [-4.20262, -1.08925, -2.68844], [-0.57066, -0.11322, -3.01249], [-2.17298, 0.53832, -2.76608], [-1.77492, -0.22916, -4.31230], [-0.69722, 3.06618, -1.14083], [-1.04580, 3.90007, -1.96093], [-1.39082, 4.86623, -2.96397], [-2.27417, 5.91477, -2.68058], [-2.61157, 6.84576, -3.65106], [-2.07972, 6.75197, -4.93155], [-1.20439, 5.71433, -5.22646], [-0.86197, 4.78456, -4.25653], [-2.69129, 5.98549, -1.68339], [-3.29563, 7.64971, -3.40700], [-2.34452, 7.47803, -5.69004], [-0.78245, 5.62929, -6.22070], [-0.17758, 3.97782, -4.48465]], "forces_ev_per_angstrom": [[0.6, -0.4, 0.0], [-0.1, 0.0, 0.0], [0.2, 0.1, -0.3], [-0.3, -0.2, 0.1], [0.1, -0.1, 0.1], [0.0, 0.1, 0.0], [0.0, 0.0, 0.1], [-0.1, 0.0, 0.0], [0.0, 0.0, 0.0], [-0.1, 0.0, 0.0], [-0.2, 0.0, -0.1], [-0.1, 0.0, 0.1], [0.0, 0.0, 0.0], [-0.1, 0.0, 0.2], [0.0, 0.0, 0.1], [0.0, 0.1, 0.1], [0.1, 0.0, 0.1], [0.0, 0.0, 0.0], [0.0, 0.0, 0.0], [0.0, 0.0, 0.0], [0.0, 0.0, 0.0], [0.0, 0.0, 0.0], [0.0, 0.0, 0.0], [0.0, 0.0, 0.0], [0.0, 0.0, 0.0], [0.0, 0.0, 0.0], [0.0, 0.1, 0.0], [0.0, 0.0, 0.0], [0.0, 0.0, 0.0], [0.0, 0.0, 0.0], [0.0, 0.0, 0.0], [0.0, 0.1, 0.0], [0.0, 0.0, -0.1], [0.0, 0.0, 0.1], [0.0, 0.0, 0.2], [-0.1, -0.1, -0.1], [0.0, 0.0, -0.1], [0.0, 0.1, 0.0], [0.0, 0.0, -0.1], [0.1, -0.1, -0.1], [0.0, 0.1, -0.1], [-0.2, 0.0, 0.0], [0.0, 0.0, 0.0], [0.1, 0.0, -0.1], [0.0, 0.0, 0.0], [0.0, 0.0, 0.0], [0.0, 0.0, 0.0], [0.0, 0.0, 0.0], [0.0, 0.0, 0.0], [0.0, 0.0, 0.0], [0.1, 0.1, -0.1], [-0.3, 0.2, 0.3], [0.0, -0.2, -0.1], [0.0, 0.0, -0.1], [0.0, 0.0, 0.1], [0.0, 0.0, 0.0], [0.0, 0.0, 0.0], [0.0, 0.0, -0.1], [0.0, 0.0, 0.0], [0.0, 0.0, 0.0], [0.0, 0.0, 0.0], [0.0, 0.0, 0.0], [0.0, 0.0, 0.0], [0.0, 0.0, 0.0], [0.0, 0.0, 0.0], [0.0, 0.0, 0.0], [0.0, 0.0, 0.0], [0.0, 0.0, 0.0], [0.0, 0.0, 0.0], [0.0, 0.0, 0.0], [0.1, 0.0, 0.0], [0.0, 0.0, 0.0], [0.0, 0.0, -0.2], [0.0, 0.0, 0.0], [0.0, 0.0, 0.0], [0.0, 0.0, 0.0], [0.0, 0.0, 0.0], [0.0, 0.0, 0.0], [0.0, 0.0, 0.0], [0.0, 0.0, 0.0], [0.0, 0.0, 0.0], [0.0, 0.0, 0.0], [0.0, 0.0, 0.0], [0.0, 0.0, 0.0], [0.0, 0.0, 0.0], [0.0, 0.0, 0.0], [0.0, 0.0, 0.0], [0.0, 0.0, 0.0], [0.0, 0.0, 0.0], [0.0, 0.0, 0.0], [0.0, 0.0, 0.0], [0.0, 0.0, 0.0], [0.0, 0.0, 0.0], [0.0, 0.0, 0.0], [0.0, 0.0, 0.0], [0.0, 0.0, 0.0], [0.0, 0.0, 0.0], [0.0, 0.0, 0.0], [-0.3, 0.1, 0.0], [0.2, 0.1, -0.2], [0.0, -0.1, 0.1], [0.0, 0.0, 0.0], [0.0, 0.0, 0.0], [0.0, 0.0, 0.0], [0.0, 0.0, 0.0], [0.0, 0.0, -0.1], [0.0, 0.0, 0.0], [0.0, 0.0, 0.0], [0.0, 0.0, 0.0], [0.0, 0.0, 0.0], [0.0, 0.0, 0.0]], "mulliken_spin": [1.036, 0.003, -0.001, 0.007, -0.001, 0.000, 0.002, -0.002, 0.001, -0.012, -0.032, 0.001, -0.002, -0.001, 0.001, 0.000, 0.002, 0.000, -0.002, 0.000, 0.000, 0.000, 0.005, 0.000, 0.000, 0.000, 0.000, 0.000, -0.001, 0.000, 0.000, 0.003, -0.001, 0.010, -0.007, 0.002, -0.001, 0.000, 0.000, -0.007, 0.007, -0.037, 0.001, 0.000, -0.001, 0.000, 0.000, 0.000, 0.000, 0.000, 0.003, 0.012, 0.003, -0.002, -0.002, 0.001, 0.000, 0.001, 0.000, 0.000, 0.000, 0.000, 0.000, 0.000, 0.000, 0.000, 0.000, 0.000, 0.000, 0.000, -0.001, 0.000, 0.000, 0.000, 0.000, 0.000, 0.000, 0.000, 0.000, 0.000, 0.000, 0.000, 0.000, 0.000, 0.000, 0.000, 0.000, 0.000, 0.000, 0.000, 0.000, 0.000, 0.000, 0.000, 0.000, -0.001, -0.001, 0.001, -0.001, 0.014, -0.008, 0.003, 0.000, 0.001, -0.001, 0.001, 0.000, 0.000, 0.000, 0.000, 0.000], "spin_multiplicity": 2, "e_above_lowest_kcal_mol": 0.0, "charge": -1, "orbital_gap_ev": [7.07, 6.94], "homo_ev": [-4.77, -4.64]}

=====

{"formula": "C4H13N2O", "method": "ωB97M-V with the def2-TZVPD basis set", "symbols": ["C", "C", "O", "H", "H", "H", "H", "N", "C", "C", "N", "H", "H", "H", "H", "H", "H", "H", "H", "H"], "positions_angstrom": [[-0.07597, -2.98021, 0.78816], [0.24050, -1.88403, 1.52077], [-0.67720, -1.41319, 2.45643], [0.66876, -3.41326, 0.10093], [-1.15936, -3.27055, 0.75506], [1.08200, -1.20072, 1.39690], [-0.13335, -1.13778, 3.18505], [1.66004, 1.15177, -0.23831], [0.40457, 1.86251, -0.70981], [-0.70131, 0.74737, -0.83461], [-1.84386, 1.34203, -1.59770], [1.31295, 0.57213, 0.55156], [2.01802, 0.58981, -0.96509], [2.28316, 1.88710, 0.04462], [0.17211, 2.60888, 0.03406], [0.50379, 2.27932, -1.70415], [-0.21293, -0.11601, -1.31083], [-1.03378, 0.43272, 0.18633], [-1.87779, 1.00568, -2.56900], [-2.63036, 0.93644, -1.09038]], "forces_ev_per_angstrom": [[0.1, 1.7, -0.1], [-1.7, -1.3, -0.5], [0.4, 0.0, -1.1], [-0.7, 0.3, 0.2], [1.4, -0.3, 0.5], [0.5, -0.8, 0.2], [0.0, 0.4, 0.9], [-2.1, 1.1, 1.0], [-1.5, -1.6, -0.3], [0.2, 1.3, 0.0], [0.6, -1.4, 1.1], [0.9, 0.3, -0.4], [0.8, -1.0, -0.9], [1.0, -0.1, 0.4], [-0.1, 0.2, 0.0], [0.6, 0.3, 0.0], [-0.3, 0.0, 0.0], [0.2, 0.2, -0.8], [0.0, 0.1, 0.7], [-0.4, 0.5, -0.7]], "nbo_charge": [-0.453, 0.095, -0.694, 0.221, 0.240, 0.119, 0.480, -0.671, -0.233, -0.248, -0.821, 0.445, 0.440, 0.448, 0.231, 0.241, 0.182, 0.217, 0.380, 0.381], "spin_multiplicity": 1, "e_above_lowest_kcal_mol": 80.4, "charge": 1, "orbital_gap_ev": 8.87, "homo_ev": -12.64}

=====

{"formula": "C17H26Br2ClF9N2O4P", "method": "ωB97M-V with the def2-TZVPD basis set", "symbols": ["N", "P", "C", "Cl", "C", "N", "C", "C", "C", "C", "C", "C", "F", "Br", "C", "F", "F", "Br", "H", "H", "H", "H", "H", "H", "H", "H", "H", "H", "H", "H", "H", "H", "H", "H", "C", "C", "O", "C", "O", "C", "F", "F", "F", "H", "H", "H", "H", "H", "C", "C", "O", "C", "O", "C", "F", "F", "F", "H", "H", "H", "H", "H"], "positions_angstrom": [[1.79010, 1.40179, 1.72454], [1.95455, 0.07069, 0.95401], [0.47895, -0.75829, 0.15725], [-0.60086, 0.54471, -0.44279], [0.95431, -1.56205, -1.04900], [-0.18830, -2.22229, -1.75396], [-1.11936, -3.02816, -0.88225], [-1.46422, -2.33656, 0.43300], [-0.25663, -1.70589, 1.13870], [-0.65547, -1.00902, 2.44920], [-1.45897, -1.83942, 3.45927], [-0.84701, -3.12756, 4.00812], [-0.59710, -4.00438, 2.97585], [-2.15244, -3.96697, 5.17177], [0.47223, -2.92168, 4.81663], [0.42058, -1.73746, 5.41411], [0.63768, -3.82041, 5.75102], [2.07157, -2.97409, 3.70544], [0.85065, 1.78217, 1.75175], [2.86312, 0.09250, -0.12525], [2.44398, -1.03624, 1.67354], [1.45925, -0.92799, -1.77947], [1.64342, -2.35361, -0.72669], [0.20704, -2.83975, -2.46559], [-0.70541, -1.51743, -2.29323], [-0.63967, -3.99939, -0.72528], [-2.02510, -3.18919, -1.47485], [-1.90013, -3.10629, 1.07756], [-2.23783, -1.57747, 0.26814], [0.46914, -2.50486, 1.35655], [0.22882, -0.57887, 2.93813], [-1.29955, -0.15603, 2.18927], [-1.67773, -1.20871, 4.32676], [-2.42701, -2.12162, 3.03112], [2.34687, 4.87467, 2.03598], [1.03407, 4.71762, 2.76412], [0.67384, 5.92318, 3.47929], [0.07139, 6.85947, 2.76082], [-0.22105, 6.81028, 1.60106], [-0.27676, 8.07208, 3.66020], [0.74978, 8.41218, 4.44668], [-1.32109, 7.75581, 4.44538], [-0.61056, 9.12226, 2.91567], [3.13950, 5.14559, 2.73346], [2.60391, 3.92319, 1.57058], [2.28204, 5.64128, 1.26446], [1.09760, 3.95271, 3.53530], [0.22181, 4.47146, 2.07920], [-2.24020, -1.01035, -7.21640], [-1.67652, -2.38495, -6.95608], [-0.26705, -2.29643, -6.56650], [0.00246, -2.02477, -5.32537], [-0.76493, -1.87204, -4.40237], [1.53723, -1.98016, -5.08576], [2.22022, -1.47984, -6.09550], [1.95768, -3.23217, -4.82920], [1.78998, -1.24020, -3.98417], [-1.65638, -0.49322, -7.97684], [-3.26364, -1.10920, -7.57694], [-2.25450, -0.40714, -6.30912], [-1.65550, -2.99846, -7.85184], [-2.21282, -2.91301, -6.16944]], "forces_ev_per_angstrom": [[-0.3, -0.3, -0.1], [0.0, 0.2, 0.1], [0.0, -0.4, 0.1], [0.0, 0.0, -0.1], [0.2, 0.1, 0.2], [0.1, 0.0, 0.1], [-0.2, -0.1, 0.0], [0.0, 0.0, 0.0], [0.0, 0.0, -0.1], [0.1, 0.1, 0.0], [-0.1, 0.0, 0.1], [0.0, 0.1, -0.3], [0.0, 0.0, 0.1], [0.0, 0.1, 0.0], [-0.1, 0.2, -0.6], [-0.1, 0.7, 0.2], [0.2, -0.9, 0.6], [0.0, 0.0, -0.1], [0.2, 0.1, 0.1], [0.0, 0.0, 0.0], [0.1, 0.0, 0.0], [-0.1, -0.1, 0.1], [-0.1, 0.1, 0.0], [-0.2, 0.1, 0.0], [0.1, -0.1, 0.1], [0.0, 0.2, 0.1], [0.2, -0.1, 0.1], [0.1, 0.1, -0.1], [0.1, -0.1, 0.0], [-0.1, 0.2, 0.0], [-0.1, -0.1, -0.1], [0.1, -0.1, 0.1], [0.0, -0.1, -0.2], [0.1, 0.0, 0.1], [0.1, 0.1, 0.0], [0.0, -0.1, 0.0], [-0.1, 0.1, -0.1], [0.0, 0.0, 0.0], [0.1, 0.0, 0.1], [0.0, 0.0, 0.0], [-0.1, 0.0, -0.1], [0.1, 0.0, -0.1], [0.0, -0.2, 0.1], [0.0, 0.0, 0.0], [0.0, 0.0, 0.0], [0.0, 0.0, 0.0], [0.0, 0.0, 0.0], [0.0, 0.0, 0.0], [0.1, 0.0, 0.0], [-0.1, -0.1, 0.0], [0.1, 0.1, 0.2], [0.1, 0.0, -0.1], [0.0, -0.1, -0.2], [0.0, 0.0, 0.0], [-0.1, -0.1, 0.1], [0.0, 0.2, 0.0], [0.0, -0.1, -0.2], [0.0, 0.0, 0.0], [0.0, 0.0, 0.0], [0.0, 0.0, 0.0], [0.0, 0.0, 0.0], [0.0, 0.0, 0.0]], "nbo_charge": [-1.282, 1.374, -0.313, -0.028, -0.267, -0.506, -0.220, -0.446, -0.259, -0.421, -0.474, 0.253, -0.360, 0.089, 0.612, -0.315, -0.295, 0.007, 0.396, -0.074, -0.064, 0.260, 0.236, 0.446, 0.470, 0.225, 0.241, 0.259, 0.231, 0.243, 0.240, 0.234, 0.264, 0.235, -0.645, -0.077, -0.477, 0.696, -0.548, 0.899, -0.305, -0.312, -0.297, 0.219, 0.237, 0.222, 0.198, 0.190, -0.643, -0.077, -0.444, 0.725, -0.641, 0.899, -0.275, -0.309, -0.332, 0.230, 0.241, 0.220, 0.217, 0.200], "spin_multiplicity": 1, "charge": 1, "orbital_gap_ev": 9.31, "homo_ev": -12.14}

=====

{"formula": "C3H15O5", "method": "ωB97M-V with the def2-TZVPD basis set", "symbols": ["C", "O", "C", "C", "H", "H", "H", "H", "H", "H", "H", "H", "H", "O", "H", "H", "O", "H", "H", "O", "H", "H", "O"], "positions_angstrom": [[1.25192, -0.60564, -0.65433], [-0.09742, -0.89108, -1.28486], [1.22333, 0.59719, 0.21421], [0.94586, 1.90389, -0.51876], [1.90380, -0.44937, -1.54262], [1.59355, -1.59537, -0.14015], [2.24105, 0.90361, 0.66543], [0.50561, 0.42187, 1.17312], [1.40926, 2.87496, 0.00113], [-0.16923, 2.00434, -0.51440], [1.30350, 1.92599, -1.55488], [-2.36092, -0.88126, 0.99758], [-0.90803, -0.49080, -0.70167], [-1.64151, -0.44224, 0.78107], [-1.00471, -0.91890, 1.99753], [-0.36611, -2.24774, 2.47961], [-0.60355, -1.38015, 2.85494], [-1.98978, 1.04792, 1.15027], [-1.96812, 1.47356, 2.60910], [-2.15545, 1.92572, 1.82042], [-0.36353, -1.54413, -3.58771], [0.77003, -1.66597, -2.73564], [0.48045, -1.96639, -3.50939]], "forces_ev_per_angstrom": [[-1.5, -2.3, -1.0], [0.1, 1.8, 1.9], [1.0, 1.4, 3.5], [-1.4, 1.9, 0.7], [-0.1, 0.0, 0.6], [-0.6, 1.8, -0.6], [-1.0, -1.6, -0.4], [1.6, 0.6, -2.5], [-1.1, -2.2, -0.9], [0.9, 0.5, -0.3], [0.0, -0.2, 0.1], [-5.7, -3.2, 1.2], [2.3, -1.4, -0.3], [4.9, 3.8, -2.0], [0.5, -0.3, 0.7], [-0.1, 0.5, 0.4], [0.0, -0.4, -0.7], [-0.3, 1.8, 1.7], [0.4, -0.7, 1.9], [0.0, -1.1, -3.4], [-0.6, 0.3, 0.1], [1.6, 1.8, 5.1], [-0.9, -2.5, -5.9]], "nbo_charge": [-0.071, -0.859, -0.467, -0.609, 0.155, 0.171, 0.195, 0.265, 0.190, 0.226, 0.193, 0.438, 0.538, -1.155, 0.491, 0.441, -1.042, 0.506, 0.446, -1.047, 0.466, 0.474, -0.946], "spin_multiplicity": 1, "e_above_lowest_kcal_mol": 53.3, "charge": -1, "orbital_gap_ev": 9.41, "homo_ev": -5.72}

=====

Question: Look up the charge of the third one.
Answer: +1

=====

Question: Look up the charge of the second one.
Answer: +1